Record 1
{
  "formula": "C36H53InNP2",
  "method": "ωB97M-V/def2-TZVPD",
  "total_charge": 1,
  "molar_mass_g_mol": 676.59,
  "de_lowest_kj_mol": 160.3,
  "e_tot_ha": -2330.56871,
  "orbital_gap_ev": [4.69, 5.08],
  "symbols": ["In", "C", "C", "C", "C", "C", "C", "H", "H", "H", "C", "H", "H", "H", "C", "H", "H", "H", "C", "H", "H", "H", "C", "H", "H", "H", "C", "C", "C", "C", "C", "C", "C", "C", "H", "H", "H", "H", "H", "H", "H", "H", "H", "H", "H", "H", "P", "P", "C", "C", "H", "H", "H", "H", "C", "H", "H", "H", "C", "H", "H", "H", "C", "H", "H", "H", "C", "H", "H", "H", "C", "C", "C", "C", "C", "C", "N", "C", "C", "C", "C", "C", "C", "H", "H", "H", "H", "H", "H", "H", "H", "H", "H"],
  "xyz": [[0.008, 0.143, -0.648], [1.381, 3.378, -1.798], [0.785, 4.018, -0.684], [2.654, 2.914, 0.061], [2.546, 2.686, -1.337], [1.573, 3.741, 0.467], [0.946, 3.438, -3.210], [-0.102, 3.760, -3.288], [1.054, 2.462, -3.710], [1.553, 4.167, -3.774], [3.489, 1.892, -2.143], [3.166, 1.855, -3.193], [3.564, 0.862, -1.762], [4.495, 2.332, -2.109], [3.689, 2.316, 0.915], [4.700, 2.513, 0.525], [3.571, 1.211, 0.969], [3.649, 2.718, 1.939], [1.347, 4.236, 1.844], [2.109, 4.983, 2.125], [1.407, 3.408, 2.573], [0.360, 4.714, 1.929], [-0.434, 4.861, -0.720], [-0.166, 5.923, -0.851], [-1.003, 4.778, 0.221], [-1.090, 4.578, -1.557], [-4.227, -2.150, -1.419], [-4.329, -0.953, -2.081], [-5.568, -0.102, -1.972], [-6.004, 0.157, -0.529], [-4.875, 0.228, 0.433], [-4.520, -0.823, 1.217], [-5.004, -2.262, 1.031], [-5.202, -2.678, -0.435], [-6.356, -0.629, -2.527], [-6.713, -0.612, -0.212], [-5.435, 0.854, -2.483], [-6.212, -2.452, -0.767], [-3.445, -2.877, -1.681], [-3.835, -0.784, -3.051], [-5.101, -3.775, -0.480], [-4.300, -2.974, 1.499], [-4.117, -0.615, 2.211], [-5.937, -2.363, 1.587], [-6.533, 1.116, -0.479], [-4.496, 1.230, 0.637], [-2.122, -0.781, -1.485], [-0.551, 0.200, 1.911], [-2.144, -1.618, 0.212], [-1.546, -1.345, 1.654], [-2.135, -2.709, 0.004], [-3.197, -1.234, 0.342], [-2.392, -1.275, 2.362], [-0.942, -2.224, 1.922], [0.358, -0.066, 3.435], [0.900, 0.856, 3.659], [1.080, -0.878, 3.321], [-0.335, -0.296, 4.250], [-1.645, 1.639, 2.159], [-2.350, 1.450, 2.976], [-2.186, 1.889, 1.239], [-0.983, 2.477, 2.411], [-1.535, -1.756, -2.922], [-0.908, -1.136, -3.595], [-2.474, -2.067, -3.423], [-0.951, -2.650, -2.582], [-2.515, 1.015, -1.695], [-2.009, 1.709, -0.978], [-3.604, 1.068, -1.504], [-2.235, 1.329, -2.719], [2.346, -3.639, 3.580], [1.545, -3.672, 2.438], [1.831, -2.836, 1.366], [2.941, -1.939, 1.419], [3.738, -1.919, 2.596], [3.452, -2.778, 3.657], [3.213, -1.138, 0.334], [4.270, -1.469, -0.469], [5.496, -0.763, -0.340], [6.626, -1.211, -0.995], [6.556, -2.336, -1.831], [5.338, -3.011, -2.013], [4.193, -2.558, -1.365], [2.134, -4.304, 4.411], [0.689, -4.353, 2.372], [1.261, -2.841, 0.426], [4.593, -1.241, 2.612], [4.097, -2.761, 4.542], [5.523, 0.086, 0.341], [7.571, -0.685, -0.857], [7.456, -2.712, -2.322], [5.278, -3.886, -2.664], [3.233, -3.056, -1.477]],
  "lowdin_charge": [0.518, -0.241, -0.228, -0.242, -0.216, -0.193, -0.049, 0.068, 0.073, 0.098, -0.020, 0.080, 0.067, 0.101, -0.054, 0.084, 0.056, 0.078, -0.035, 0.102, 0.074, 0.071, -0.050, 0.095, 0.068, 0.068, -0.197, -0.255, -0.167, -0.173, -0.111, -0.166, -0.147, -0.173, 0.134, 0.111, 0.114, 0.108, 0.105, 0.103, 0.129, 0.121, 0.111, 0.125, 0.127, 0.112, 0.674, 0.757, -0.356, -0.348, 0.108, -0.006, 0.065, 0.070, -0.224, 0.052, 0.027, 0.064, -0.232, 0.058, 0.022, 0.040, -0.225, 0.059, 0.043, 0.078, -0.235, 0.017, 0.021, 0.085, -0.094, -0.105, -0.062, -0.288, -0.013, -0.073, 0.156, -0.301, -0.033, -0.076, -0.080, -0.075, -0.019, 0.103, 0.110, 0.096, 0.115, 0.114, 0.099, 0.110, 0.106, 0.109, 0.106]
}

Record 2
{
  "formula": "C36H53IrN3PS2Si3",
  "method": "ωB97M-V/def2-TZVPD",
  "total_charge": 1,
  "molar_mass_g_mol": 899.42,
  "s2": 0.77,
  "spin_multiplicity": 2,
  "e_tot_ha": -3678.16828,
  "orbital_gap_ev": [5.92, 6.23],
  "symbols": ["Ir", "C", "Si", "C", "C", "C", "Si", "C", "C", "C", "Si", "C", "C", "C", "C", "C", "C", "C", "N", "H", "H", "H", "H", "H", "H", "H", "H", "H", "H", "H", "H", "H", "H", "H", "H", "H", "H", "H", "H", "H", "H", "H", "H", "H", "H", "H", "H", "S", "C", "C", "C", "C", "N", "C", "C", "C", "S", "C", "N", "H", "H", "C", "C", "C", "C", "P", "C", "C", "C", "C", "C", "C", "C", "C", "C", "C", "H", "H", "H", "H", "H", "H", "H", "H", "H", "H", "H", "H", "H", "H", "H", "H", "H", "H", "H", "H", "H", "H", "H"],
  "xyz": [[0.520, 0.463, 0.002], [0.925, -4.079, -1.606], [1.615, -2.415, -1.061], [3.464, -2.737, -0.796], [1.719, -1.350, -2.625], [0.715, -1.636, 0.479], [-0.731, -2.659, 1.246], [-2.209, -3.129, 0.193], [-0.075, -4.303, 1.906], [-1.445, -1.853, 2.812], [2.009, -1.665, 1.880], [1.430, -1.115, 3.590], [3.143, -3.129, 2.238], [3.051, -0.101, 1.522], [4.492, 0.222, 1.803], [4.599, 1.043, 3.078], [4.355, 2.323, 2.856], [4.006, 2.592, 1.404], [2.204, 0.806, 1.195], [1.533, -4.420, -2.447], [-0.108, -4.035, -1.944], [0.989, -4.843, -0.835], [3.852, -2.944, -1.798], [3.712, -3.591, -0.177], [4.015, -1.865, -0.435], [2.720, -0.920, -2.685], [1.003, -0.545, -2.723], [1.603, -2.012, -3.487], [-1.955, -3.749, -0.662], [-2.811, -2.296, -0.157], [-2.838, -3.730, 0.855], [0.462, -4.904, 1.179], [-0.945, -4.880, 2.226], [0.560, -4.191, 2.784], [-1.250, -0.790, 2.936], [-1.062, -2.355, 3.698], [-2.529, -1.988, 2.813], [0.951, -1.919, 4.144], [0.759, -0.258, 3.571], [2.325, -0.836, 4.156], [2.869, -4.040, 1.717], [3.101, -3.340, 3.308], [4.180, -2.912, 1.985], [5.104, -0.676, 1.793], [4.808, 0.591, 4.036], [4.338, 3.103, 3.603], [4.199, 3.612, 1.077], [1.926, 1.787, -1.450], [2.011, 2.779, -0.132], [1.674, 4.172, -0.203], [1.264, 4.813, 0.918], [0.814, 6.168, 0.844], [0.454, 7.256, 0.784], [1.180, 4.103, 2.198], [1.701, 2.875, 2.318], [2.471, 2.243, 1.194], [4.989, 1.382, 0.485], [0.509, 4.723, 3.302], [-0.027, 5.208, 4.192], [1.631, 4.655, -1.170], [1.636, 2.326, 3.248], [-1.135, 3.263, -2.343], [-1.565, 1.838, -2.715], [-0.626, 1.286, -3.792], [-2.943, 1.894, -3.396], [-1.562, 0.682, -1.201], [-2.439, -0.736, -1.934], [-3.827, -0.863, -1.978], [-4.419, -1.916, -2.655], [-3.637, -2.843, -3.330], [-2.259, -2.718, -3.309], [-1.668, -1.681, -2.603], [-2.688, 1.434, 0.139], [-3.148, 0.266, 1.017], [-1.839, 2.377, 1.010], [-3.933, 2.235, -0.271], [-0.916, 3.809, -3.263], [-0.238, 3.291, -1.728], [-1.917, 3.809, -1.824], [-0.742, 1.899, -4.689], [-0.883, 0.262, -4.066], [0.421, 1.324, -3.521], [-2.887, 2.644, -4.189], [-3.751, 2.182, -2.736], [-3.197, 0.944, -3.862], [-4.466, -0.144, -1.494], [-5.497, -2.004, -2.666], [-4.103, -3.658, -3.867], [-1.639, -3.433, -3.833], [-0.591, -1.610, -2.569], [-2.329, -0.416, 1.229], [-3.950, -0.311, 0.560], [-3.514, 0.653, 1.970], [-0.993, 1.862, 1.477], [-2.469, 2.764, 1.813], [-1.460, 3.231, 0.448], [-4.667, 1.657, -0.824], [-3.706, 3.132, -0.836], [-4.421, 2.557, 0.652]],
  "lowdin_charge": [0.807, -0.159, 0.439, -0.179, -0.217, -0.555, 0.423, -0.154, -0.165, -0.195, 0.477, -0.164, -0.165, -0.291, -0.472, -0.071, -0.094, -0.425, -0.134, 0.046, 0.008, 0.022, 0.049, 0.020, 0.027, 0.032, -0.059, 0.053, 0.028, 0.002, 0.052, 0.018, 0.049, 0.025, 0.014, 0.030, 0.045, 0.034, 0.028, 0.043, 0.029, 0.045, 0.033, 0.110, 0.124, 0.129, 0.129, 0.882, -0.602, -0.041, -0.144, -0.152, 0.220, -0.161, 0.057, -0.486, 1.033, -0.162, 0.210, 0.137, 0.147, -0.087, -0.643, -0.101, -0.070, 1.051, -0.368, -0.106, -0.050, -0.053, -0.067, -0.128, -0.646, -0.099, -0.114, -0.075, 0.100, 0.011, 0.075, 0.100, 0.077, 0.017, 0.099, 0.059, 0.085, 0.086, 0.115, 0.113, 0.114, 0.051, 0.011, 0.081, 0.107, 0.040, 0.098, 0.070, 0.067, 0.071, 0.098]
}